1.
DFT (ωB97M-V/def2-TZVPD) results for a 2-piece molecular cluster, C2H8N2S2 overall.

Structure (XYZ):
```
14
Properties=species:S:1:pos:R:3:forces:R:3
C -0.829 -0.822 0.815 -0.4836 -1.8493 1.3441
C 1.148 0.289 -0.685 -3.2081 -0.7225 2.9929
N -1.523 0.804 -0.685 -0.2449 2.4522 0.5831
N -0.756 -0.276 -0.499 4.1211 -0.4813 -1.6027
S 2.145 -0.951 0.045 1.4793 -0.0849 0.8104
S 1.186 1.877 0.178 0.6860 -0.3882 -1.9341
H -1.028 0.014 1.568 0.2994 -1.1949 -0.3960
H -1.741 -1.508 0.708 1.0527 0.9292 0.8922
H 0.109 -1.576 1.153 -2.5861 2.4971 -1.1375
H 1.247 0.253 -1.700 0.0080 0.7158 -2.6108
H -1.212 1.627 -0.017 -0.8229 -1.4612 -1.6713
H -1.539 1.099 -1.694 0.2032 -0.3827 1.6115
H 1.735 -2.112 -0.505 -0.4006 0.4612 -0.3476
H 1.058 1.281 1.318 -0.1037 -0.4906 1.4660
```
Forces are in eV/Å.

Summary:
Total charge: 0
Total energy, Ha: -986.74320
Frontier orbital gap, eV: 8.46
LUMO, eV: 0.655
Max |F|, hartree/bohr: 0.0865



2.
DFT (ωB97M-V/def2-TZVPD) results for C2H8N3 as an isolated structure.

Structure (XYZ):
```
13
Properties=species:S:1:pos:R:3:forces:R:3
C 0.620 -0.002 0.011 -4.4018 3.9762 -0.8870
C 1.632 1.079 -0.050 -2.1448 -1.8614 4.3013
N -1.126 0.809 0.095 6.9222 -0.4490 -0.4046
N 0.817 -1.254 -0.014 -2.0565 0.1982 0.6218
N -2.107 -0.187 -0.039 0.8919 -0.5811 -0.2349
H 2.617 0.715 0.113 0.8505 -0.1912 0.5782
H 1.145 1.666 0.819 1.5098 -0.1756 -1.1562
H 1.632 1.634 -0.885 -0.5484 2.0354 -3.0535
H 1.667 -1.661 -0.224 2.2625 -1.0758 -0.2922
H 0.051 -1.846 0.237 -0.1347 -0.7500 -0.1638
H -1.907 -0.847 0.707 -1.1641 -0.6589 -0.0810
H -2.811 0.480 0.221 -1.7717 -0.4783 0.1360
H -2.230 -0.586 -0.992 -0.2147 0.0115 0.6360
```
Forces are in eV/Å.

Summary:
Total charge: +1
Total energy, Ha: -244.83903
Frontier orbital gap, eV: 9.34
LUMO, eV: -3.698
Max |F|, hartree/bohr: 0.1351



3.
DFT (ωB97M-V/def2-TZVPD) results for C2H8N3 as an isolated structure.

Structure (XYZ):
```
13
Properties=species:S:1:pos:R:3:forces:R:3
C 1.270 0.201 0.245 -0.7072 2.5559 0.1427
C -1.857 -0.511 0.215 -0.4413 0.9352 -0.9514
N 0.394 -0.061 -0.664 -0.5438 -0.3086 0.0036
N 2.488 -0.237 -0.004 0.6970 0.2212 1.4224
N -0.921 0.429 -0.527 0.4948 2.7487 5.5227
H 1.087 1.013 1.051 0.4094 -1.6724 -0.9029
H -1.243 -0.977 0.929 0.7564 -1.0951 0.6782
H -2.449 0.199 0.821 -0.8087 -0.9812 -0.7489
H -2.316 -1.235 -0.525 0.2140 1.0474 1.2395
H 3.287 -0.071 0.597 -0.3892 -0.0796 -0.2263
H 2.562 -0.814 -0.806 0.4623 -0.5903 -0.6227
H -1.188 0.522 -1.442 -1.3115 0.9269 -2.8274
H -1.113 1.541 0.110 1.1677 -3.7082 -2.7295
```
Forces are in eV/Å.

Summary:
Total charge: +1
Total energy, Ha: -244.93514
Frontier orbital gap, eV: 10.06
LUMO, eV: -4.144
Max |F|, hartree/bohr: 0.1204



4.
DFT (ωB97M-V/def2-TZVPD) results for a 2-piece molecular cluster, C2H8N3 overall.

Structure (XYZ):
```
13
Properties=species:S:1:pos:R:3:forces:R:3
C 1.083 -0.227 -1.449 -0.3142 -0.0020 5.0914
C -2.067 0.108 0.923 -0.0369 0.5514 3.3210
N 2.319 0.028 -1.270 -0.7658 -0.3900 -1.4131
N 0.397 -0.273 0.779 0.6204 1.6518 -0.6971
N -0.662 0.402 1.022 1.1342 1.0610 -0.4360
H 0.621 -0.451 -2.342 -0.2145 -0.2835 -2.4132
H -2.636 0.743 1.677 0.8564 -0.5488 -1.0875
H -2.468 0.204 -0.016 -0.6825 0.5393 -2.5101
H -2.186 -0.870 1.247 -0.4786 -2.0079 0.4872
H 2.877 -0.015 -2.107 1.1418 0.3384 0.0858
H 0.501 -1.294 0.880 -1.5055 0.3343 -0.2771
H 2.728 0.211 -0.352 -0.1691 -0.0556 -0.2877
H -0.509 1.434 1.008 0.4142 -1.1884 0.1366
```
Forces are in eV/Å.

Summary:
Total charge: +1
Total energy, Ha: -244.85396
Frontier orbital gap (spin up / spin down), eV: 8.37 / 8.37
LUMO (spin up / spin down), eV: -4.603 / -4.602
Max |F|, hartree/bohr: 0.0992



5.
DFT (ωB97M-V/def2-TZVPD) results for a 2-piece molecular cluster, C2H8N3 overall.

Structure (XYZ):
```
13
Properties=species:S:1:pos:R:3:forces:R:3
C 1.676 -1.977 0.981 2.5799 -1.2923 0.8697
N 1.850 -1.180 0.048 -1.7405 1.3524 -1.7267
H 0.872 -1.901 1.644 -1.4759 0.4292 0.9529
H 2.432 -2.703 1.321 -0.3023 -0.2592 -0.5412
H 2.566 -1.355 -0.646 0.6154 -0.1166 0.5962
H -0.227 -0.173 0.078 -1.0113 -0.1362 -1.3340
N -0.885 2.269 -0.459 1.0958 -3.2800 0.9224
C -1.664 1.176 -0.422 0.6779 0.7376 -0.6418
N -1.203 -0.075 -0.338 2.2986 2.8133 1.7552
H 0.134 2.214 -0.358 -0.5880 -0.1054 -0.1941
H -1.240 3.136 -0.723 -0.9648 1.5224 -0.0767
H -2.714 1.487 -0.466 0.0858 -1.0153 -0.4815
H -1.597 -0.919 -0.660 -1.2706 -0.6500 -0.1005
```
Forces are in eV/Å.

Summary:
Total charge: +1
Total energy, Ha: -244.99528
Frontier orbital gap, eV: 9.57
LUMO, eV: -4.118
Max |F|, hartree/bohr: 0.0785



6.
DFT (ωB97M-V/def2-TZVPD) results for a 2-piece molecular cluster, C2H8N3O overall.

Structure (XYZ):
```
14
Properties=species:S:1:pos:R:3:forces:R:3
N -2.399 0.500 -0.789 0.2878 -0.2070 -0.3843
C -1.150 0.299 -0.090 -0.1987 0.0358 0.2417
N -0.225 1.244 -0.177 -0.0876 -0.2878 -0.0259
N -1.021 -0.811 0.601 0.2089 -0.1673 -0.1332
H -3.193 0.173 -0.261 -0.0064 0.1418 0.0432
H -2.508 1.436 -1.143 -0.1780 0.0642 0.1180
H -0.602 2.010 -0.717 0.1323 0.2757 -0.0337
H 1.444 0.552 0.085 -0.2154 0.1759 0.0203
H -1.730 -1.466 0.281 -0.1779 0.0282 0.1867
C 2.227 -1.227 0.340 -0.2084 0.3367 -0.0906
O 2.347 0.172 0.223 0.1874 -0.0613 -0.0204
H 3.233 -1.619 0.482 0.0892 -0.1966 0.1832
H 1.546 -1.508 1.149 0.1858 -0.0623 0.0752
H 1.809 -1.676 -0.564 -0.0191 -0.0759 -0.1803
```
Forces are in eV/Å.

Summary:
Total charge: -1
Total energy, Ha: -320.52608
Frontier orbital gap, eV: 7.37
LUMO, eV: 4.427
Max |F|, hartree/bohr: 0.0102



7.
DFT (ωB97M-V/def2-TZVPD) results for C2H8N3O as an isolated structure.

Structure (XYZ):
```
14
Properties=species:S:1:pos:R:3:forces:R:3
C -1.818 0.318 -0.484 -3.4776 -2.2482 1.0115
C -0.468 -0.043 -0.227 0.7735 0.7812 0.1035
N 1.718 0.443 0.403 6.7945 -4.5905 1.8089
N 0.673 0.872 -0.486 -6.7908 0.7794 -1.4960
N 0.061 -1.338 0.053 1.1924 -0.4223 -2.4918
O -1.270 0.446 0.827 1.4396 0.7980 0.7051
H -2.061 1.297 -0.820 -0.4008 0.2666 -1.1589
H -2.590 -0.554 -0.374 1.0525 1.7180 -1.1000
H 2.662 0.628 0.048 0.3024 -0.0695 0.3473
H 1.665 0.677 1.365 -0.0264 0.5518 1.9961
H 0.476 1.871 -0.487 -0.8512 1.4401 -1.3389
H 1.260 -0.828 0.286 0.2599 0.9514 0.6598
H 0.060 -1.849 -0.833 0.2731 -0.2826 0.1914
H -0.367 -1.941 0.732 -0.5411 0.3264 0.7619
```
Forces are in eV/Å.

Summary:
Total charge: +1
Total energy, Ha: -319.89645
Multiplicity: 3
Frontier orbital gap (spin up / spin down), eV: 4.37 / 7.80
LUMO (spin up / spin down), eV: -3.351 / -8.309
Max |F|, hartree/bohr: 0.1633



8.
DFT (ωB97M-V/def2-TZVPD) results for a 2-piece molecular cluster, C2H8N3O overall.

Structure (XYZ):
```
14
Properties=species:S:1:pos:R:3:forces:R:3
C -0.655 1.780 -0.804 -0.4544 2.6236 1.7595
N 0.065 2.765 -0.299 -3.6768 1.2591 -2.5306
O -0.525 0.539 -0.863 0.2914 0.6410 -0.2020
H -1.706 2.169 -0.926 0.0922 -0.7901 -0.8815
H -0.204 3.781 -0.475 -0.4877 -1.7753 0.1863
H 0.933 2.804 0.068 3.9926 -1.0989 1.3556
N 0.509 -1.998 -0.663 0.2124 -0.4531 -1.9325
C -0.152 -1.929 0.427 -0.0787 -3.5966 1.0551
N 0.029 -1.125 1.447 1.3582 1.0015 2.5252
H 0.495 -2.780 -1.348 -0.6591 0.7112 0.7958
H 1.258 -1.375 -0.801 1.1096 0.9177 -0.3708
H -0.752 -2.812 0.622 -0.3234 -0.0527 0.0831
H 0.315 -0.139 1.207 0.3363 -1.7840 1.1731
H 0.390 -1.679 2.407 -1.7125 2.3966 -3.0164
```
Forces are in eV/Å.

Summary:
Total charge: +2
Total energy, Ha: -319.72859
Multiplicity: 2
Frontier orbital gap (spin up / spin down), eV: 10.69 / 5.59
LUMO (spin up / spin down), eV: -8.897 / -13.907
Max |F|, hartree/bohr: 0.0902